[1]
ORCA calculation (ωB97M-V/def2-TZVPD) on a single C19H28N2O4 molecule.

## Properties
Total charge: 0
ΔE to the lowest compared entry with this formula, charge and spin: 1.016 eV
HOMO level: -0.2958 hartree
DFT total energy: -31328.4201 eV
LUMO energy: 0.80 eV
Structure (SMILES): CCOc1ccc(C(=O)NCC(=O)N2CCC(C)CC2)cc1OCC
Orbital gap: 0.32526 Ha

Geometry (Å):
C  -5.86558  2.98810  3.71823
C  -5.00810  2.13330  2.79717
O  -3.70493  2.10442  3.34146
C  -2.71730  1.41400  2.69100
C  -2.93858  0.69581  1.52027
C  -1.92677  -0.00154  0.88666
C  -0.64791  -0.00366  1.42672
C  0.49630  -0.73913  0.82402
O  1.46300  -1.10537  1.46911
N  0.37935  -1.00419  -0.50136
C  1.48127  -1.56123  -1.24227
C  1.47834  -0.94600  -2.63953
O  0.56748  -0.20649  -2.97782
N  2.50585  -1.24813  -3.45128
C  3.57463  -2.18210  -3.18378
C  3.45241  -3.39687  -4.10760
C  3.43268  -2.98989  -5.58599
C  4.80548  -2.53353  -6.07666
C  2.35723  -1.91749  -5.79654
C  2.51092  -0.75647  -4.81565
C  -0.42072  0.70047  2.60154
C  -1.42002  1.42117  3.24404
O  -1.00985  2.05143  4.37561
C  -1.83259  2.97353  5.06819
C  -0.98260  3.58150  6.17428
H  -5.88245  2.55758  4.71573
H  -6.88049  3.03945  3.33464
H  -5.45631  3.99269  3.78181
H  -4.98860  2.56683  1.78757
H  -5.41774  1.11536  2.73739
H  -3.92656  0.67100  1.08900
H  -2.15783  -0.55952  -0.00729
H  -0.27326  -0.48790  -1.07987
H  2.40792  -1.34146  -0.70036
H  1.37170  -2.65121  -1.32020
H  4.52772  -1.67255  -3.36339
H  3.55577  -2.50284  -2.14448
H  2.52322  -3.92036  -3.87153
H  4.28230  -4.07865  -3.91697
H  3.15279  -3.87143  -6.17450
H  5.15356  -1.65211  -5.54628
H  4.76231  -2.29513  -7.13686
H  5.53701  -3.32605  -5.93566
H  1.37268  -2.36595  -5.64739
H  2.40273  -1.53538  -6.81701
H  3.44822  -0.22068  -4.99414
H  1.67988  -0.05714  -4.91814
H  0.56545  0.69481  3.03832
H  -2.18440  3.75613  4.38633
H  -2.70338  2.46420  5.49545
H  -0.62795  2.79981  6.84026
H  -1.57129  4.29630  6.74231
H  -0.12086  4.08659  5.74650

[2]
ORCA calculation (ωB97M-V/def2-TZVPD) on 2 unconnected molecules or ions with the total composition C5H14N2O.

## Properties
Total charge: 0
ΔE to the lowest compared entry with this formula, charge and spin: 3.699 eV
HOMO level: -0.3015 hartree
DFT total energy: -10437.3286 eV
LUMO energy: 0.78 eV
Structure (SMILES): C=C(CCN)NC.O
Orbital gap: 0.33019 Ha

Geometry (Å):
C  -1.01124  0.93919  -1.70078
C  -0.45980  0.92152  -0.50669
C  -1.01730  0.35911  0.81339
C  -1.06385  -1.18295  0.87214
N  -1.98687  -1.96824  0.06981
N  0.81884  1.46661  -0.30832
C  1.36646  2.04030  0.89597
H  -1.81346  0.35568  -2.11815
H  -0.57872  1.47017  -2.52064
H  -2.04620  0.69847  0.97729
H  -0.31623  0.79081  1.63759
H  -0.04086  -1.44032  0.49562
H  -1.11956  -1.59275  1.80302
H  -2.91042  -1.66694  0.06709
H  -1.68616  -2.17797  -0.93839
H  1.14338  2.05871  -1.07450
H  2.44302  2.02857  0.99371
H  0.99194  1.29728  1.81754
H  0.99510  3.10101  1.02456
O  2.71759  -2.04929  -0.29692
H  1.89718  -2.39785  -0.13746
H  2.59097  -1.08207  -0.22652